{"formula": "C81H76Ge2N6O3TeY", "method": "ωB97M-V with the def2-TZVPD basis set", "elements": ["Te", "Y", "Ge", "Ge", "O", "O", "O", "N", "N", "N", "N", "N", "N", "C", "C", "C", "C", "C", "C", "C", "C", "C", "C", "C", "C", "C", "C", "C", "C", "C", "C", "C", "C", "C", "C", "C", "C", "C", "C", "C", "C", "C", "C", "C", "C", "C", "C", "C", "C", "C", "C", "C", "C", "C", "C", "C", "C", "C", "C", "C", "C", "C", "C", "C", "C", "C", "C", "C", "C", "C", "C", "C", "C", "C", "C", "C", "C", "C", "C", "C", "C", "C", "C", "C", "C", "C", "C", "C", "C", "C", "C", "C", "C", "C", "H", "H", "H", "H", "H", "H", "H", "H", "H", "H", "H", "H", "H", "H", "H", "H", "H", "H", "H", "H", "H", "H", "H", "H", "H", "H", "H", "H", "H", "H", "H", "H", "H", "H", "H", "H", "H", "H", "H", "H", "H", "H", "H", "H", "H", "H", "H", "H", "H", "H", "H", "H", "H", "H", "H", "H", "H", "H", "H", "H", "H", "H", "H", "H", "H", "H", "H", "H", "H", "H", "H", "H", "H", "H", "H", "H"], "xyz": [[0.05621, -0.13486, -3.31730], [-0.59885, -0.48134, -0.01041], [1.10287, 1.98795, -1.29640], [1.18400, 0.33183, 4.94780], [0.73217, -0.02282, 2.06890], [-3.90028, -1.28491, -1.47489], [0.86265, -2.01634, 1.11098], [-5.10641, -1.15439, 0.51634], [-2.93475, -0.35057, 0.59340], [-1.20448, -4.03622, 2.47867], [0.55555, -4.86362, 1.39522], [-1.97280, -3.02075, -0.24173], [-1.65146, -0.77416, -1.94233], [4.00780, -0.11536, -8.67554], [1.76274, 4.21984, 6.55196], [2.22534, -4.70633, 4.70894], [0.24586, 1.81840, -5.99591], [2.36017, 2.89795, 4.18552], [-0.08284, -2.25552, -3.75313], [2.68290, 2.46074, -0.17032], [-0.94682, -6.40215, -4.69885], [-1.24429, -0.89853, 3.83727], [-0.28606, 2.94460, -0.16738], [-4.63985, 2.68308, 1.96798], [1.67737, 2.21034, 5.19294], [0.97362, -4.71257, 2.70459], [-6.21091, 0.95288, 1.35959], [-2.11852, 4.51968, 0.14655], [4.89236, 3.07298, 1.46009], [2.17585, -4.97147, 3.35343], [-5.38961, 1.03325, -4.56075], [-5.14651, 0.17667, 0.96672], [3.20887, -0.08797, -7.39407], [4.56661, 1.74872, 1.19337], [-4.67833, 2.15553, -5.03279], [1.10234, -4.21257, 5.39682], [-3.29937, -2.77104, 0.31740], [1.26346, -0.44704, 6.76788], [1.68443, -0.07038, -4.98874], [2.21987, 4.67679, -5.08635], [0.21723, -1.53289, 8.67414], [2.43925, 4.88844, 5.53691], [-0.69037, 0.20846, 4.48278], [-0.79199, 3.87429, 2.03885], [-1.56317, -1.55255, -5.74364], [-2.90621, 1.17034, 4.63378], [-3.44380, 0.06278, 3.98721], [2.53371, 2.78294, -3.63432], [-0.92677, -2.58934, -4.84294], [-3.41477, 2.41812, -4.46689], [1.15482, 5.09457, -4.29682], [-2.60907, -0.97343, 3.58871], [1.39068, 2.88991, 6.38143], [2.73904, 4.22681, 4.35361], [1.19459, 0.10760, -1.58363], [0.77786, 4.35127, -3.17856], [4.12171, 4.09474, 0.90724], [3.02867, 3.78788, 0.10329], [0.18754, -4.61561, -3.32328], [2.54348, -0.94639, 8.77520], [-0.09146, -3.97225, 4.74021], [-5.94882, 2.23932, 1.86698], [2.64940, -0.50175, 3.98435], [-0.15264, -4.21809, 3.37266], [2.13382, 0.77213, -7.23271], [-0.64699, -4.96074, -4.36888], [-3.75620, -1.36946, 0.01040], [0.14336, -1.00683, 7.38423], [-2.95294, -0.52713, -2.17510], [-4.86078, 0.18813, -3.61226], [-1.37900, 3.66679, -0.66600], [-1.48313, -4.36131, 0.02559], [2.80804, -0.90238, -5.13834], [1.41653, -1.50307, 9.37059], [-0.04772, 3.03139, 1.21584], [-1.19829, -3.92456, -5.11603], [-3.53585, 0.38939, -3.07876], [2.46186, -0.42687, 7.48768], [-0.72840, -4.40142, 1.32446], [1.37507, 0.79856, -6.05583], [2.91431, 3.51957, -4.74849], [1.22319, -1.18784, 1.99644], [3.54248, -0.91059, -6.32408], [0.46613, -3.28562, -2.98627], [-1.80955, 4.64717, 1.49515], [1.45579, 3.17901, -2.83238], [-1.53731, 1.24461, 4.87902], [1.34905, -3.06383, -1.77816], [3.47169, 1.45092, 0.38114], [-2.86268, 1.57888, -3.52845], [-3.81549, 0.62417, 1.03837], [2.24854, -1.61816, 3.01883], [-3.56459, 1.88216, 1.55968], [3.27896, -1.78230, -4.00071], [-4.43778, 3.67428, 2.36165], [4.35125, -1.98229, -4.08477], [-0.45945, -7.07646, -3.99202], [-0.66610, -1.96329, 9.13327], [3.15983, 0.29565, 3.44029], [-2.54360, 2.23530, 1.65611], [2.20211, -3.75031, -1.80256], [1.17769, -4.00255, 6.45701], [-0.79969, -0.93455, -6.21672], [3.14668, -4.88135, 5.25096], [1.72361, -2.04609, -1.69337], [-1.13062, 2.12856, 5.35888], [-2.38294, 5.31835, 2.12646], [2.73491, 5.92290, 5.67050], [-5.80654, -1.42169, -0.15872], [3.10008, -2.00099, 2.44838], [-2.24295, -0.89309, -5.19464], [0.87002, 2.37693, 7.18463], [0.75127, 2.45095, 1.65878], [3.73927, 3.17862, -5.36520], [0.20712, 2.34104, -5.03939], [-1.86198, -4.16099, -5.94471], [5.73763, 3.30926, 2.09643], [-5.43073, -0.66559, -3.26592], [1.52438, 4.73351, 7.47684], [5.16624, 0.94836, 1.61589], [2.60142, 2.40126, 3.24852], [3.62390, 0.61410, -9.39219], [-4.04818, -3.47958, -0.06086], [3.34942, 0.01571, 7.04155], [-1.98460, -2.81439, -1.23856], [3.06146, 1.86386, -3.39304], [2.43215, 4.59462, -0.31695], [-3.55008, 1.99689, 4.91309], [-2.86762, 3.31173, -4.76226], [-0.83468, -4.65093, -0.80033], [3.21725, 0.41645, 0.15528], [3.08083, -1.30171, -3.03863], [3.48362, -0.91656, 9.31435], [3.32466, -0.87998, 4.75483], [-2.02183, -6.59958, -4.66555], [-0.73771, 1.36525, -6.14168], [3.96649, -1.10144, -9.14673], [-7.22738, 0.58028, 1.28748], [-0.60048, -6.66102, -5.70347], [-2.27947, -5.11166, 0.09109], [2.50247, 5.24481, -5.96617], [1.47526, -1.91008, 10.37396], [-0.61449, -1.70344, 3.47853], [-0.80311, -1.03151, 6.85184], [-0.04758, 4.70486, -2.57301], [-2.95298, 5.06900, -0.27476], [4.37436, 5.13119, 1.10573], [-5.10123, 2.81033, -5.78597], [1.87808, 1.45878, -8.03864], [0.60789, 5.99531, -4.55454], [0.65876, -5.40491, -2.73713], [-6.38246, 0.82990, -4.95371], [0.80197, -3.25985, -0.85287], [5.06257, 0.11351, -8.49603], [-4.50306, 0.02728, 3.75717], [4.40399, -1.57315, -6.40793], [-3.24150, -2.87262, 1.39943], [-3.00791, -1.82607, 3.04949], [1.13836, -5.05263, 0.59910], [1.83123, -2.47810, 3.55453], [-1.92263, 1.84716, -3.06348], [-0.95264, -3.57619, 5.26682], [-6.76880, 2.87844, 2.17169], [-1.67326, 3.56825, -1.70500], [-2.13753, -2.04099, -6.53275], [-0.57142, 3.92302, 3.10021], [0.38420, 2.57262, -6.77446], [2.75919, -2.74488, -4.00802], [3.26274, 4.73602, 3.55158], [3.04089, -5.35011, 2.82262]], "lowdin_spin": [0.007, 0.032, 0.000, 0.000, 0.001, 0.041, 0.001, 0.001, 0.000, 0.000, 0.000, 0.002, 0.144, 0.000, 0.000, 0.000, 0.000, 0.000, 0.004, 0.000, 0.001, 0.000, 0.000, 0.000, 0.000, 0.000, 0.000, 0.000, 0.000, 0.000, 0.020, 0.000, 0.000, 0.000, 0.170, 0.000, 0.001, 0.000, 0.003, 0.000, 0.000, 0.000, 0.000, 0.000, 0.001, 0.000, 0.000, 0.000, 0.004, 0.018, 0.000, 0.000, 0.000, 0.000, 0.003, 0.000, 0.000, 0.000, 0.000, 0.000, 0.000, 0.001, 0.000, 0.000, 0.000, 0.003, 0.006, 0.000, 0.194, 0.100, 0.001, 0.000, 0.000, 0.000, 0.000, 0.000, 0.105, 0.000, 0.000, 0.000, 0.000, 0.000, 0.000, 0.004, 0.000, 0.000, 0.000, 0.001, 0.000, 0.100, 0.000, 0.000, 0.001, 0.000, 0.000, 0.000, 0.000, 0.000, 0.000, 0.000, 0.000, 0.000, 0.000, 0.000, 0.000, 0.000, 0.000, 0.000, 0.000, 0.000, 0.000, 0.000, 0.000, 0.000, 0.000, 0.000, 0.000, 0.008, 0.000, 0.000, 0.000, 0.000, 0.001, 0.000, 0.001, 0.000, 0.000, 0.000, -0.003, 0.000, 0.000, 0.000, 0.000, 0.000, 0.000, 0.000, 0.000, 0.000, 0.000, 0.000, 0.000, 0.000, 0.000, 0.000, 0.000, 0.000, 0.000, 0.015, 0.000, 0.000, 0.000, -0.003, 0.000, 0.000, 0.000, 0.000, 0.000, 0.000, 0.000, 0.000, 0.005, 0.000, 0.000, 0.001, 0.000, 0.000, 0.000, 0.000, 0.000, 0.000], "total_charge": -2, "lumo_ev": [3.7, 3.7], "spin_multiplicity": 2, "gap_ev": [3.335, 5.637]}

---

{"formula": "C10H16O", "method": "ωB97M-V with the def2-TZVPD basis set", "elements": ["O", "C", "C", "C", "C", "C", "C", "C", "C", "C", "C", "H", "H", "H", "H", "H", "H", "H", "H", "H", "H", "H", "H", "H", "H", "H", "H"], "xyz": [[3.35934, -0.54938, 1.13230], [2.01270, -0.52998, 1.45258], [-0.65416, 1.66189, -1.82449], [-0.15672, -0.56845, -2.86748], [-0.16782, -1.41286, 1.11279], [1.18555, -1.48046, 0.87711], [0.10165, 0.57587, 2.42168], [1.47474, 0.47822, 2.23364], [-0.72366, -0.40593, 1.89503], [-0.12229, 0.93164, -3.03883], [-2.23056, -0.34671, 2.03560], [-0.46945, 2.72955, -1.85107], [-1.73607, 1.58591, -1.71789], [-0.25711, 1.29211, -0.87394], [-2.59547, -1.36834, 2.17324], [0.91179, 1.24299, -3.21375], [2.15604, 1.16564, 2.73317], [-0.68111, 1.21759, -3.93312], [0.52505, -1.09647, -3.53707], [-2.71614, -0.00094, 1.11873], [-2.54240, 0.32773, 2.82186], [-0.83136, -2.13612, 0.66333], [3.87898, -0.55453, 1.94586], [1.58232, -2.25989, 0.24581], [0.09960, -0.93414, -1.87095], [-0.27110, 1.42303, 2.98833], [-1.13236, -0.98795, -3.12246]], "lowdin_charge": [0.023, -0.327, -0.125, -0.127, -0.064, -0.025, -0.046, -0.025, -0.288, -0.318, -0.051, 0.063, 0.068, 0.062, 0.078, 0.099, 0.117, 0.100, 0.067, 0.076, 0.070, 0.115, 0.105, 0.118, 0.050, 0.113, 0.071], "lumo_ev": 0.9, "smiles": "Cc1ccc(O)cc1.CCC", "gap_ev": 9.561}

---

{"formula": "C6H16NO", "method": "ωB97M-V with the def2-TZVPD basis set", "elements": ["O", "N", "C", "C", "C", "C", "C", "C", "H", "H", "H", "H", "H", "H", "H", "H", "H", "H", "H", "H", "H", "H", "H", "H"], "xyz": [[2.56613, 0.19040, -1.51655], [-1.77877, -1.38126, -2.06102], [0.24245, -0.18742, 0.16650], [1.61048, -0.35802, 2.21305], [-2.02812, -0.27948, -1.05349], [0.62975, 1.85873, 1.60229], [0.84393, 0.38712, 1.43844], [-1.25701, -0.53378, 0.22760], [-1.72033, -0.05766, 1.09388], [1.49837, 2.49075, 1.40004], [-1.34494, -1.58666, 0.49216], [1.78902, -1.42695, 2.17592], [2.98252, 0.74752, -2.19218], [-3.07541, -0.30672, -0.78048], [-2.11390, -2.32348, -1.74985], [-0.75338, -1.47446, -2.15263], [2.06316, 0.06374, 3.10982], [0.38324, 0.51587, -0.65104], [-2.22338, -1.11524, -2.98289], [0.41067, 2.08391, 2.65066], [2.49126, 0.80701, -0.77781], [-1.85851, 0.64751, -1.59429], [-0.20717, 2.28898, 1.05204], [0.84994, -1.05043, -0.11021]], "lowdin_spin": [0.020, 0.250, 0.022, 0.002, 0.121, 0.001, 0.002, 0.036, 0.003, 0.000, 0.024, 0.000, 0.001, 0.034, 0.150, 0.102, 0.000, 0.007, 0.176, 0.000, 0.001, 0.035, 0.000, 0.012], "lumo_ev": [0.6, 0.5], "spin_multiplicity": 2, "gap_ev": [4.110, 10.217]}

---

Calculated values (Eh/bohr) of maximum force for the records, taken in order: 0.0265 0.0231 0.0330.